(1)
# C5H14NO

A 2-piece molecular cluster, C5H14NO overall at a distorted geometry (ωB97M-V with the def2-TZVPD basis set, OMol25).

Values from the calculation:
Highest occupied orbital energy in eV: -2.64
Energy relative to the best compared isomer or geometry (same formula, charge and spin) in eV: 0.427
Frontier orbital gap in eV: 6.85
E_LUMO in eV: 4.21

ORCA input file:
```
! RIJCOSX wB97M-V def2-TZVPD def2/J DEFGRID3
* xyz -1 1
C -0.0268 -0.7647 2.3747
O -0.3108 -0.2915 1.1015
C -1.3221 -1.1916 3.0761
H 0.4711 -0.0347 3.0277
H 0.6589 -1.6600 2.3558
H -1.1420 -1.5349 4.1058
H -1.8072 -2.0091 2.4906
H -1.9646 -0.3139 3.1022
C 1.0670 -0.5524 -1.4017
C 0.0092 0.4968 -1.7018
C 0.2061 1.7610 -0.8586
N -0.0633 0.8940 -3.1282
H 0.9793 -0.7934 -0.3412
H 0.9049 -1.4451 -2.0179
H 2.0657 -0.1493 -1.6148
H -0.9490 0.0840 -1.4484
H -0.5866 2.4873 -1.1020
H 0.1074 1.4817 0.2027
H 1.1660 2.1738 -1.0558
H -0.3140 0.0928 -3.7130
H 0.8511 1.2693 -3.4538
*
```

(2)
# C5H11O2

A 2-piece molecular cluster, C5H11O2 overall at a distorted geometry (ωB97M-V with the def2-TZVPD basis set, OMol25).

Values from the calculation:
Highest occupied orbital energy in eV: -3.69
Energy relative to the best compared isomer or geometry (same formula, charge and spin) in eV: 1.309
Frontier orbital gap in eV: 7.25
E_LUMO in eV: 3.55

ORCA input file:
```
! RIJCOSX wB97M-V def2-TZVPD def2/J DEFGRID3
* xyz -1 1
C -0.5190 1.7675 0.7201
C -1.2042 2.1863 -0.6492
C 0.8990 2.5214 0.7225
O 1.8588 1.7998 0.7643
O 0.8950 3.7373 0.6894
H -1.1652 2.1523 1.4848
H -0.4015 0.6060 0.7938
H -0.8110 1.7450 -1.5095
H -1.3955 3.2595 -0.7665
H -2.3406 1.8961 -0.5444
C -0.0719 -2.7228 -0.7952
C 0.9833 -2.6270 0.3278
H 0.1648 -1.9321 -1.4825
H 0.1034 -3.7256 -1.1341
H -1.0173 -2.5405 -0.3302
H 0.8283 -3.3008 1.0892
H 1.8804 -3.1274 -0.1101
H 1.3133 -1.6948 0.7297
*
```

(3)
# C5H10O

One molecule with the formula C5H10O at a distorted geometry (ωB97M-V with the def2-TZVPD basis set, OMol25).

Values from the calculation:
Highest occupied orbital energy in eV: -8.78
Energy relative to the best compared isomer or geometry (same formula, charge and spin) in eV: 1.698
SMILES: C[C@@H]1[C@H](C)[C@@H]1O
Frontier orbital gap in eV: 9.59
E_LUMO in eV: 0.82

ORCA input file:
```
! RIJCOSX wB97M-V def2-TZVPD def2/J DEFGRID3
* xyz 0 1
C 1.6432 -0.4371 0.1781
C 0.3198 -0.3921 0.8740
C -1.0299 -0.3696 0.2190
C -1.0605 -0.6020 -1.2747
C -0.4634 0.9142 0.7259
O -0.1054 1.8303 -0.2764
H 1.7322 0.4642 -0.4381
H 2.4411 -0.4014 0.9283
H 1.7803 -1.3198 -0.4460
H 0.2911 -0.8042 1.8867
H -1.8528 -0.8273 0.7610
H -0.2268 -0.1081 -1.7796
H -1.9863 -0.2401 -1.7270
H -0.9727 -1.6790 -1.4588
H -0.4500 1.2513 1.7425
H -0.0600 2.7206 0.0850
*
```

(4)
# C9H14O

A 2-piece molecular cluster, C9H14O overall at a distorted geometry (ωB97M-V with the def2-TZVPD basis set, OMol25).

Values from the calculation:
Highest occupied orbital energy in eV: -8.35
Energy relative to the best compared isomer or geometry (same formula, charge and spin) in eV: 0.859
SMILES: Cc1ccc(O)cc1.CC
Frontier orbital gap in eV: 9.22
E_LUMO in eV: 0.87

ORCA input file:
```
! RIJCOSX wB97M-V def2-TZVPD def2/J DEFGRID3
* xyz 0 1
C 0.3585 1.9610 -0.9744
C -0.3718 0.6483 -0.9735
C -1.7223 0.5455 -0.6634
C -2.4871 -0.5651 -0.9792
C -1.8303 -1.7017 -1.4849
O -2.5385 -2.8531 -1.6763
C -0.4414 -1.6987 -1.6061
C 0.2861 -0.5337 -1.3808
H -0.2386 2.8446 -0.7009
H 0.8226 2.2573 -1.9070
H 1.1498 2.0264 -0.2206
H -2.0875 1.4007 -0.0921
H -3.5361 -0.5468 -0.6963
H -3.4484 -2.5400 -1.6019
H -0.0132 -2.6432 -1.9299
H 1.3346 -0.4741 -1.6257
C 1.9628 -0.3926 1.9182
C 1.6116 0.8624 2.7793
H 2.9548 -0.3608 1.4597
H 1.9777 -1.2947 2.5163
H 1.3558 -0.3688 0.9988
H 0.5890 1.1866 2.7834
H 2.2242 1.6336 2.3187
H 2.0876 0.6068 3.7386
*
```

(5)
# C5H14

A 2-piece molecular cluster, C5H14 overall at a distorted geometry (ωB97M-V with the def2-TZVPD basis set, OMol25).

Values from the calculation:
Highest occupied orbital energy (spin up / spin down) in eV: -14.13 / -13.96
Energy relative to the best compared isomer or geometry (same formula, charge and spin) in eV: 2.078
Frontier orbital gap (spin up / spin down) in eV: 10.74 / 3.10
E_LUMO (spin up / spin down) in eV: -3.39 / -10.85

ORCA input file:
```
! RIJCOSX wB97M-V def2-TZVPD def2/J DEFGRID3
* xyz 1 2
C 1.9400 -1.7375 -0.4487
C 1.1913 -3.0053 -0.2285
H 2.9464 -2.0255 -0.7402
H 1.5400 -0.8910 -1.1208
H 2.2275 -1.2698 0.5157
H 0.5572 -2.9736 0.8528
H 1.9311 -3.8102 -0.0262
H 0.5320 -3.3731 -1.0534
C -1.4728 1.4483 -0.1514
C -1.3707 2.9373 0.1304
C -0.4618 0.5784 0.5858
H -2.6088 1.1360 0.1611
H -1.5137 0.9997 -1.1121
H -0.5140 3.0135 0.9178
H 0.5758 0.7961 0.2235
H -0.5350 0.6656 1.7253
H -0.8371 -0.4428 0.6212
H -1.0033 3.4411 -0.9722
H -2.2543 3.4072 0.6818
*
```

(6)
# C23H29N5O

One molecule with the formula C23H29N5O (ωB97M-V with the def2-TZVPD basis set, OMol25).

Values from the calculation:
Highest occupied orbital energy in eV: -7.18
Energy relative to the best compared isomer or geometry (same formula, charge and spin) in eV: 1.577
SMILES: Cc1nn2c(N3CCN(CCO)CC3)c3c(nc2c1-c1ccccc1)CCCC3
Frontier orbital gap in eV: 7.90
E_LUMO in eV: 0.72

ORCA input file:
```
! RIJCOSX wB97M-V def2-TZVPD def2/J DEFGRID3
* xyz 0 1
C -1.9825 -3.4723 -0.6149
C -1.7455 -2.0149 -0.4326
N -0.5075 -1.5472 -0.5555
N -0.5679 -0.2349 -0.3152
C 0.4649 0.6618 -0.3372
N 1.7421 0.2751 -0.6339
C 2.8330 0.6293 0.2565
C 3.2387 -0.5796 1.1207
N 3.5745 -1.7572 0.3462
C 4.8817 -1.7144 -0.2804
C 5.9981 -1.8673 0.7560
O 6.3185 -0.6008 1.2989
C 2.4800 -2.0819 -0.5476
C 2.0468 -0.8996 -1.4273
C 0.1229 1.9813 -0.0668
C -1.2050 2.2889 0.2916
N -2.1729 1.4062 0.3332
C -1.8686 0.1553 0.0041
C -2.6555 -1.0000 -0.0841
C -4.0861 -1.0798 0.1640
C -4.8896 -2.0302 -0.4645
C -6.2450 -2.0923 -0.1988
C -6.8252 -1.2070 0.6931
C -6.0387 -0.2469 1.3095
C -4.6844 -0.1814 1.0489
C -1.5072 3.7029 0.6726
C -0.9733 4.7121 -0.3572
C 0.2748 4.2007 -1.0870
C 1.0372 3.1554 -0.2643
H -2.3475 -3.6799 -1.6208
H -2.7170 -3.8307 0.1030
H -1.0443 -4.0050 -0.4790
H 2.5306 1.4424 0.9130
H 3.6885 0.9578 -0.3436
H 4.0943 -0.3035 1.7355
H 2.3997 -0.8457 1.7722
H 5.0768 -0.7897 -0.8435
H 4.9413 -2.5577 -0.9718
H 6.8843 -2.2960 0.2679
H 5.6597 -2.5534 1.5427
H 7.0236 -0.7059 1.9454
H 2.7654 -2.9259 -1.1773
H 1.6229 -2.3796 0.0629
H 1.1763 -1.1805 -2.0154
H 2.8638 -0.6235 -2.1057
H -4.4596 -2.7092 -1.1839
H -6.8538 -2.8348 -0.6958
H -7.8843 -1.2598 0.9005
H -6.4866 0.4540 1.9998
H -4.0719 0.5702 1.5212
H -1.0264 3.8898 1.6377
H -2.5822 3.8153 0.8069
H -1.7516 4.9245 -1.0909
H -0.7476 5.6472 0.1585
H 0.9359 5.0355 -1.3247
H -0.0183 3.7324 -2.0291
H 1.9342 2.8571 -0.8060
H 1.3355 3.5934 0.6931
*
```

(7)
# C51H48Cl2GeN4O2PTc

C51H48Cl2GeN4O2PTc as an isolated structure at a distorted geometry (ωB97M-V with the def2-TZVPD basis set, OMol25).

Values from the calculation:
Highest occupied orbital energy (spin up / spin down) in eV: -13.48 / -13.48
Frontier orbital gap (spin up / spin down) in eV: 4.60 / 4.59
E_LUMO (spin up / spin down) in eV: -8.88 / -8.88

ORCA input file:
```
! RIJCOSX wB97M-V def2-TZVPD def2/J DEFGRID3
* xyz 2 1
Tc -0.0189 0.0851 -0.2405
Cl 5.6202 1.3201 3.3688
C 4.4988 0.6672 2.2605
C 3.1836 1.0902 2.2822
C 2.2630 0.5706 1.3746
N 0.9482 0.9329 1.2566
C 0.3232 1.8224 2.0962
O 0.8169 2.4608 2.9954
C -1.1532 1.8671 1.7960
C -1.9818 2.6844 2.5515
C -3.3409 2.6951 2.2818
C -3.8162 1.8797 1.2639
C -2.9224 1.0934 0.5528
N -1.6093 1.0789 0.7997
C 2.6858 -0.4358 0.4323
C 4.0132 -0.8573 0.4310
C 4.9199 -0.3090 1.3211
Cl 6.5493 -0.8160 1.3002
N 1.7006 -0.8600 -0.4175
C 1.8111 -1.9702 -1.2126
O 2.7435 -2.7368 -1.2803
C 0.5448 -2.1857 -1.9908
C 0.5015 -3.1839 -2.9551
C -0.6648 -3.3695 -3.6776
C -1.7316 -2.5145 -3.4318
C -1.6052 -1.5366 -2.4606
N -0.4981 -1.3751 -1.7251
H 2.8622 1.8263 3.0020
H -1.5385 3.2849 3.3333
H -4.0090 3.3169 2.8534
H -4.8659 1.8434 1.0213
H -3.2686 0.4470 -0.2408
H 4.3305 -1.6115 -0.2712
H 1.3808 -3.7928 -3.0979
H -0.7364 -4.1546 -4.4128
H -2.6517 -2.5926 -3.9875
H -2.4198 -0.8517 -2.2607
C -0.8054 -0.6217 4.2978
C -1.6964 -1.7463 3.7696
C -3.0595 -1.1926 3.3632
C -1.8531 -2.7986 4.8623
P -0.7882 -2.3903 2.2118
C 0.6641 -3.2299 2.9436
C 0.6403 -4.4841 3.5513
C 1.7938 -5.0093 4.1044
C 2.9876 -4.3099 4.0392
C 3.0231 -3.0641 3.4366
C 1.8653 -2.5271 2.9055
C -1.7795 -3.7323 1.2668
C -2.7613 -2.9803 0.3622
C -2.5739 -4.7605 2.0672
C -0.7215 -4.4435 0.4164
H -1.2748 -0.1390 5.1526
H -0.6365 0.1415 3.5412
H 0.1596 -1.0043 4.6248
H -3.4484 -0.5505 4.1521
H -3.7796 -1.9918 3.2063
H -2.9973 -0.6008 2.4520
H -2.3577 -2.3391 5.7122
H -0.8903 -3.1602 5.2096
H -2.4490 -3.6464 4.5431
H -0.2731 -5.0498 3.6175
H 1.7560 -5.9687 4.5978
H 3.8840 -4.7313 4.4657
H 3.9463 -2.5078 3.3871
H 1.8909 -1.5417 2.4665
H -3.6672 -2.7218 0.9059
H -3.0469 -3.6021 -0.4844
H -2.3269 -2.0584 -0.0268
H -3.3609 -4.2978 2.6573
H -1.9479 -5.3588 2.7200
H -3.0516 -5.4407 1.3615
H -0.0653 -3.7264 -0.0792
H -1.1934 -5.0517 -0.3534
H -0.0966 -5.0957 1.0226
C -0.0967 1.4146 -1.5240
Ge 0.2909 2.8953 -2.7597
C 0.1112 2.0903 -4.5625
C 0.1910 2.8382 -5.7284
C 0.0287 2.2224 -6.9578
C -0.2050 0.8587 -7.0280
C -0.2689 0.1060 -5.8658
C -0.1029 0.7205 -4.6391
C 2.1799 3.4385 -2.3865
C 2.7695 4.4598 -3.1117
C 4.0785 4.8295 -2.8445
C 4.7934 4.1763 -1.8536
C 4.2011 3.1553 -1.1304
C 2.8942 2.7840 -1.3970
C -0.9956 4.3257 -2.2789
C -1.0882 5.5151 -2.9886
C -2.0152 6.4748 -2.6187
C -2.8466 6.2563 -1.5319
C -2.7490 5.0752 -0.8128
C -1.8242 4.1174 -1.1836
H 0.3763 3.9020 -5.6798
H 0.0854 2.8075 -7.8627
H -0.3301 0.3813 -7.9875
H -0.4441 -0.9589 -5.9145
H -0.1377 0.1516 -3.7193
H 2.2197 4.9748 -3.8877
H 4.5375 5.6261 -3.4109
H 5.8132 4.4659 -1.6491
H 4.7523 2.6420 -0.3546
H 2.4228 1.9865 -0.8410
H -0.4391 5.6949 -3.8340
H -2.0880 7.3952 -3.1775
H -3.5652 7.0074 -1.2430
H -3.3921 4.9012 0.0379
H -1.7304 3.1894 -0.6345
*
```

Calculated molecular weight, 104.17; 103.14; 86.13; 138.21; 74.17; 391.52; 1021.46 g mol⁻¹ (same order as the records).
Calculated DFT total energy, -8949.228; -9458.720; -7393.067; -11606.778; -5399.027; -33819.552; -156755.189 eV (same order as the records).